Below is the molecule C24H32N2O5S, with properties calculated with wB97M-V/def2-TZVPD.

**Max |F|**: 0.0143 hartree/bohr
**Calculated total energy**: -49459.7756 eV
**Highest occupied orbital energy**: -0.2946 Ha
**Energy relative to the best compared isomer or geometry (same formula, charge and spin)**: 2.6 kcal per mole
**Gap between HOMO and LUMO**: 8.72 eV
**Spin multiplicity**: 1
**SMILES**: COCCN(C(=O)Cc1cccs1)[C@H](C(=O)NC1CCCC1)c1ccc(OC)c(OC)c1

Last columns: bonded neighbours and bond lengths (Å).
Positions of all 64 atoms, in Å:
1 C -2.42 -4.38 2.97  O2 1.408, H33 1.095, H34 1.096, H35 1.088
2 O -2.15 -4.42 1.59  C1 1.408, C3 1.404
3 C -1.23 -3.46 1.14  O2 1.404, C4 1.543, H36 1.100, H37 1.094
4 C -1.82 -2.04 1.09  C3 1.543, N5 1.446, H38 1.093, H39 1.090
5 N -0.94 -1.11 0.41  C4 1.446, C6 1.349, C14 1.466
6 C -1.04 -0.75 -0.88  N5 1.349, O7 1.222, C8 1.521
7 O -0.31 0.08 -1.39  C6 1.222
8 C -2.14 -1.41 -1.71  C6 1.521, C9 1.496, H40 1.092, H41 1.094
9 C -3.47 -0.80 -1.42  C8 1.496, C10 1.360, S13 1.738
10 C -3.80 0.19 -0.55  C9 1.360, C11 1.415, H42 1.076
11 C -5.17 0.52 -0.57  C10 1.415, C12 1.355, H43 1.075
12 C -5.88 -0.23 -1.45  C11 1.355, S13 1.721, H44 1.072
13 S -4.88 -1.36 -2.28  C9 1.738, C12 1.721
14 C 0.10 -0.51 1.25  N5 1.466, C15 1.547, C23 1.511, H45 1.096
15 C -0.36 0.90 1.68  C14 1.547, O16 1.217, N17 1.336
16 O -0.77 1.11 2.81  C15 1.217
17 N -0.29 1.82 0.71  C15 1.336, C18 1.445, H46 1.017
18 C -0.69 3.20 0.88  N17 1.445, C19 1.545, C22 1.542, H47 1.093
19 C 0.52 4.14 0.72  C18 1.545, C20 1.528, H48 1.091, H49 1.088
20 C 0.07 5.23 -0.25  C19 1.528, C21 1.525, H50 1.091, H51 1.089
21 C -0.90 4.49 -1.18  C20 1.525, C22 1.527, H52 1.091, H53 1.089
22 C -1.70 3.62 -0.21  C18 1.542, C21 1.527, H54 1.090, H55 1.089
23 C 1.48 -0.55 0.62  C14 1.511, C24 1.385, C32 1.385
24 C 2.42 0.44 0.88  C23 1.385, C25 1.384, H56 1.079
25 C 3.68 0.35 0.33  C24 1.384, C26 1.389, H57 1.078
26 C 4.06 -0.70 -0.49  C25 1.389, O27 1.374, C29 1.408
27 O 5.31 -0.81 -1.05  C26 1.374, C28 1.405
28 C 6.24 0.21 -0.82  O27 1.405, H58 1.089, H59 1.095, H60 1.095
29 C 3.11 -1.72 -0.75  C26 1.408, O30 1.363, C32 1.390
30 O 3.29 -2.84 -1.49  C29 1.363, C31 1.410
31 C 4.44 -3.04 -2.28  O30 1.410, H61 1.092, H62 1.090, H63 1.092
32 C 1.85 -1.62 -0.18  C23 1.385, C29 1.390, H64 1.079
33 H -2.98 -3.48 3.25  C1 1.095
34 H -1.49 -4.41 3.55  C1 1.096
35 H -3.01 -5.26 3.19  C1 1.088
36 H -0.32 -3.47 1.76  C3 1.100
37 H -0.96 -3.78 0.13  C3 1.094
38 H -1.99 -1.66 2.10  C4 1.093
39 H -2.79 -2.08 0.58  C4 1.090
40 H -2.16 -2.49 -1.55  C8 1.092
41 H -1.88 -1.23 -2.76  C8 1.094
42 H -3.08 0.68 0.10  C10 1.076
43 H -5.61 1.28 0.06  C11 1.075
44 H -6.92 -0.20 -1.67  C12 1.072
45 H 0.15 -1.10 2.17  C14 1.096
46 H 0.01 1.51 -0.21  N17 1.017
47 H -1.13 3.27 1.88  C18 1.093
48 H 1.35 3.58 0.28  C19 1.091
49 H 0.85 4.54 1.67  C19 1.088
50 H -0.47 6.02 0.29  C20 1.091
51 H 0.90 5.69 -0.78  C20 1.089
52 H -0.34 3.86 -1.87  C21 1.091
53 H -1.53 5.17 -1.75  C21 1.089
54 H -2.50 4.20 0.24  C22 1.090
55 H -2.14 2.76 -0.71  C22 1.089
56 H 2.17 1.27 1.52  C24 1.079
57 H 4.39 1.14 0.55  C25 1.078
58 H 7.13 -0.08 -1.37  C28 1.089
59 H 6.49 0.31 0.24  C28 1.095
60 H 5.88 1.18 -1.20  C28 1.095
61 H 5.34 -3.15 -1.66  C31 1.092
62 H 4.26 -3.97 -2.82  C31 1.090
63 H 4.59 -2.23 -2.99  C31 1.092
64 H 1.16 -2.42 -0.39  C32 1.079